Formula: C37H35N8OS3V
Source: the OMol25 dataset
Level of theory: ωB97M-V/def2-TZVPD

Geometry (Å):
V1 0.155 -0.540 -0.022
C1 2.836 -1.239 4.995
C2 1.394 -1.467 5.164
C3 0.434 -1.456 4.232
C4 0.685 -1.104 2.787
C5 2.848 -0.969 2.501
C6 3.515 -1.081 3.853
N1 -0.398 -0.868 1.917
C7 -1.689 -0.526 2.183
C8 -2.300 -0.182 3.402
C9 -3.660 0.088 3.462
C10 -4.466 0.053 2.328
C11 -3.887 -0.217 1.097
C12 -2.525 -0.479 1.018
N2 -1.827 -0.679 -0.157
N3 -2.461 -0.730 -1.316
C13 -1.575 -0.806 -2.338
C14 -2.054 -0.926 -3.662
C15 -1.161 -1.022 -4.695
C16 0.217 -1.003 -4.430
C17 0.618 -0.869 -3.121
N4 -0.232 -0.761 -2.096
H1 3.409 -1.264 5.916
H2 1.102 -1.750 6.170
H3 -0.563 -1.770 4.512
H4 3.561 -0.747 1.706
H5 4.594 -0.962 3.902
H6 -1.702 -0.078 4.295
H7 -4.096 0.350 4.419
H8 -5.525 0.268 2.400
H9 -4.462 -0.204 0.181
H10 -3.123 -0.941 -3.815
H11 -1.519 -1.115 -5.713
H12 0.950 -1.087 -5.219
H13 1.667 -0.847 -2.852
C18 2.108 3.508 2.818
C19 2.274 2.084 2.363
N5 1.510 1.213 2.909
N6 1.704 -0.086 2.636
C20 1.805 -2.094 2.144
S1 1.583 -2.325 0.357
S2 2.034 -3.703 2.953
C21 3.738 -4.058 2.460
C22 3.990 -4.488 1.037
C23 5.048 -3.936 0.327
C24 5.315 -4.333 -0.977
C25 4.523 -5.294 -1.584
C26 3.464 -5.853 -0.879
C27 3.199 -5.451 0.419
C28 3.220 1.817 1.252
C29 4.543 2.246 1.323
C30 5.446 2.017 0.295
C31 5.008 1.344 -0.840
C32 3.694 0.926 -0.948
C33 2.758 1.164 0.077
O1 1.518 0.780 -0.046
H14 1.242 3.576 3.475
H15 2.988 3.857 3.366
H16 1.976 4.172 1.958
H17 4.350 -3.185 2.698
H18 4.056 -4.850 3.143
H19 5.654 -3.164 0.790
H20 6.133 -3.877 -1.521
H21 4.719 -5.597 -2.605
H22 2.828 -6.591 -1.353
H23 2.344 -5.849 0.951
H24 4.875 2.752 2.223
H25 6.473 2.347 0.382
H26 5.700 1.136 -1.649
H27 3.355 0.389 -1.824
S3 -1.334 2.353 -1.106
C34 -0.677 3.796 -0.598
N7 -1.449 4.846 -0.234
C35 -0.956 6.183 0.038
C36 0.454 6.097 0.601
C37 1.311 5.241 -0.317
N8 0.660 3.966 -0.529
H28 -2.436 4.676 -0.320
H29 -1.628 6.659 0.753
H30 -0.958 6.793 -0.875
H31 0.417 5.642 1.594
H32 0.885 7.094 0.697
H33 2.293 5.059 0.121
H34 1.465 5.760 -1.271
H35 1.197 3.156 -0.803

As for the energy above the lowest of the compared OMol25 structures with the same formula, charge and spin: 2.972 eV. The calculation puts the orbital gap (alpha / beta) at 0.2108 / 0.2217 Eh. The expectation value of S² is 3.783. The calculation puts the electronic energy at -4082.874907 a.u. As for the LUMO energy (alpha / beta): 0.087 / 0.075 Ha. Its spin multiplicity is 4. The total charge is -1.

Atomic partial charges in e from the Löwdin method, atoms 1 to 8: number 1, V, carries 0.70; number 2, C, carries -0.10; number 3, C, carries -0.11; number 4, C, carries -0.03; number 5, C, carries -0.46; number 6, C, carries -0.27; number 7, C, carries -0.06; number 8, N, carries -0.03

***

Formula: C37H35NdP2
Source: the OMol25 dataset
Level of theory: ωB97M-V/def2-TZVPD

Geometry (Å):
C1 0.707 -1.481 -2.289
C2 -0.298 -1.837 -1.351
C3 -1.619 -1.992 -1.809
C4 -1.950 -1.707 -3.132
C5 -0.974 -1.314 -4.035
C6 0.362 -1.225 -3.625
P1 0.059 -2.002 0.464
C7 -1.355 -3.046 1.110
C8 -2.524 -2.579 1.770
C9 -3.444 -3.504 2.253
C10 -3.339 -4.851 1.920
C11 -2.251 -5.308 1.169
C12 -1.218 -4.423 0.849
Nd1 -1.391 0.229 1.283
P2 0.133 2.157 0.089
C13 -1.429 2.404 -0.894
C14 -1.332 2.887 -2.207
C15 -2.286 2.515 -3.143
C16 -3.479 1.927 -2.717
C17 -3.709 1.624 -1.374
C18 -2.730 1.978 -0.419
C19 -0.104 3.329 1.450
C20 0.711 3.231 2.604
C21 0.408 4.001 3.715
C22 -0.657 4.911 3.680
C23 -1.449 5.020 2.529
C24 -1.172 4.238 1.417
C25 1.772 2.439 -0.627
C26 2.785 1.448 -0.474
C27 4.041 1.678 -1.032
C28 4.293 2.838 -1.771
C29 3.261 3.765 -1.981
C30 2.000 3.558 -1.428
C31 1.617 -2.885 0.648
C32 2.081 -3.671 -0.415
C33 3.341 -4.262 -0.360
C34 4.146 -4.114 0.771
C35 3.672 -3.367 1.858
C36 2.418 -2.759 1.809
H1 1.526 2.503 2.633
H2 0.996 3.900 4.634
H3 -0.885 5.536 4.542
H4 -2.291 5.713 2.492
H5 -1.800 4.294 0.525
H6 -0.493 3.538 -2.489
H7 -2.114 2.652 -4.214
H8 -4.266 1.703 -3.442
H9 -4.628 1.128 -1.057
H10 -2.987 2.086 0.661
H11 2.580 0.542 0.106
H12 4.844 0.956 -0.867
H13 5.282 3.017 -2.190
H14 3.448 4.661 -2.565
H15 1.202 4.292 -1.577
H16 1.467 -3.795 -1.305
H17 3.698 -4.829 -1.221
H18 5.142 -4.571 0.803
H19 4.304 -3.251 2.744
H20 2.061 -2.164 2.649
H21 -2.815 -1.513 1.937
H22 -4.268 -3.150 2.878
H23 -4.106 -5.548 2.255
H24 -2.199 -6.358 0.860
H25 -0.309 -4.803 0.375
H26 -2.380 -2.311 -1.113
H27 -2.980 -1.804 -3.478
H28 -1.280 -1.114 -5.063
H29 1.153 -0.957 -4.325
H30 1.736 -1.284 -1.956
H31 0.311 0.708 -2.130
H32 0.520 0.690 -1.403
C37 -0.078 -0.028 3.262
H33 -0.458 0.472 4.161
H34 0.946 0.357 3.109
H35 0.025 -1.118 3.463

As for the energy above the lowest of the compared OMol25 structures with the same formula, charge and spin: 0.000 eV. The calculation puts the orbital gap (alpha / beta) at 0.2889 / 0.2942 Eh. The expectation value of S² is 3.761. The calculation puts the electronic energy at -2674.363597 a.u. As for the LUMO energy (alpha / beta): -0.227 / -0.220 Ha. Its spin multiplicity is 4. The total charge is +2.

Atomic partial charges in e from the Löwdin method, atoms 1 to 8: number 1, C, carries -0.16; number 2, C, carries -0.39; number 3, C, carries -0.09; number 4, C, carries -0.07; number 5, C, carries -0.06; number 6, C, carries -0.07; number 7, P, carries 0.97; number 8, C, carries -0.36

***

Formula: C37H35O7S
Source: the OMol25 dataset
Level of theory: ωB97M-V/def2-TZVPD

Geometry (Å):
C1 3.392 0.025 -0.530
C2 4.708 -0.294 -1.240
C3 4.602 -1.334 -2.349
O1 3.575 -2.354 -2.060
S1 2.220 -2.142 -2.851
C4 1.131 -3.260 -1.980
C5 0.062 -2.403 -1.270
C6 -1.029 -1.919 -2.257
C7 -2.230 -2.863 -2.238
O2 -3.421 -2.262 -2.738
C8 -3.773 -1.085 -2.144
C9 -4.179 -0.056 -3.159
O3 -3.725 -0.895 -0.956
H1 3.086 -0.758 0.162
H2 2.578 0.239 -1.229
H3 3.523 0.936 0.054
H4 5.450 -0.615 -0.509
H5 5.083 0.623 -1.696
H6 5.540 -1.862 -2.496
H7 4.373 -0.848 -3.302
H8 2.413 -2.793 -4.029
H9 1.730 -3.810 -1.253
H10 0.662 -3.943 -2.687
H11 0.557 -1.520 -0.863
H12 -0.383 -2.993 -0.473
H13 -0.619 -1.838 -3.269
H14 -1.311 -0.911 -1.952
H15 -2.052 -3.721 -2.888
H16 -2.387 -3.266 -1.240
H17 -3.275 0.426 -3.535
H18 -4.861 0.655 -2.704
H19 -4.644 -0.558 -4.006
C10 2.977 2.840 -4.514
C11 3.376 3.962 -3.795
C12 2.657 4.368 -2.683
C13 1.528 3.660 -2.290
C14 1.118 2.542 -3.020
C15 1.852 2.131 -4.127
C16 -0.110 1.788 -2.641
O4 -0.451 0.797 -3.261
C17 -0.900 2.283 -1.484
C18 -2.084 1.638 -1.153
C19 -2.832 2.070 -0.074
C20 -2.393 3.141 0.695
C21 -1.213 3.792 0.375
C22 -0.470 3.376 -0.724
C23 0.777 4.110 -1.080
O5 1.169 5.045 -0.417
H20 3.542 2.525 -5.381
H21 4.248 4.522 -4.105
H22 2.959 5.237 -2.116
H23 1.528 1.263 -4.684
H24 -2.414 0.799 -1.749
H25 -3.755 1.564 0.178
H26 -2.971 3.458 1.552
H27 -0.859 4.622 0.971
C24 -2.146 -3.498 2.005
C25 -2.538 -2.306 1.393
C26 -2.274 -1.101 2.016
C27 -1.631 -1.079 3.247
C28 -1.264 -2.270 3.870
C29 -1.518 -3.484 3.241
C30 -0.608 -2.263 5.212
O6 -0.281 -3.301 5.748
C31 -0.367 -0.943 5.863
C32 0.197 -0.909 7.132
C33 0.443 0.308 7.746
C34 0.136 1.497 7.091
C35 -0.430 1.470 5.828
C36 -0.691 0.251 5.213
C37 -1.327 0.238 3.868
O7 -1.591 1.251 3.260
H28 -2.344 -4.446 1.517
H29 -3.027 -2.312 0.439
H30 -2.561 -0.169 1.547
H31 -1.221 -4.404 3.727
H32 0.436 -1.837 7.631
H33 0.877 0.334 8.736
H34 0.335 2.446 7.571
H35 -0.677 2.388 5.312

As for the energy above the lowest of the compared OMol25 structures with the same formula, charge and spin: 0.000 eV. The calculation puts the orbital gap at 0.2882 Eh. The calculation puts the electronic energy at -2355.558507 a.u. As for the LUMO energy: -0.133 Ha. The total charge is +1.

Atomic partial charges in e from the Löwdin method, atoms 1 to 8: number 1, C, carries -0.09; number 2, C, carries -0.21; number 3, C, carries -0.20; number 4, O, carries -0.41; number 5, S, carries 1.18; number 6, C, carries -0.31; number 7, C, carries -0.20; number 8, C, carries -0.16

***

Formula: C37H36CdN5O9S2Se
Source: the OMol25 dataset
Level of theory: ωB97M-V/def2-TZVPD

Geometry (Å):
Cd1 12.399 11.969 15.661
O1 14.350 13.295 14.907
C1 14.563 14.410 15.745
C2 13.252 15.059 16.078
C3 13.116 16.375 16.533
C4 11.883 16.794 16.864
C5 10.792 15.928 16.722
C6 10.986 14.641 16.386
N1 12.230 14.232 16.044
H1 15.013 12.580 15.349
H2 15.204 15.142 15.298
H3 15.131 14.122 16.658
H4 13.937 17.007 16.469
H5 11.755 17.833 17.178
H6 9.765 16.242 16.921
H7 10.286 13.834 16.345
O2 10.277 12.761 14.174
N2 9.210 12.208 14.416
N3 9.264 11.331 15.307
O3 10.304 11.107 16.094
C7 8.118 10.646 15.663
C8 7.208 10.307 14.680
C9 6.077 9.558 15.032
C10 5.805 9.220 16.367
C11 6.807 9.504 17.321
C12 7.948 10.173 16.971
H8 7.238 10.674 13.638
H9 5.266 9.298 14.344
H10 5.018 8.562 16.745
H11 6.618 9.305 18.369
H12 8.612 10.323 17.786
O4 15.439 12.035 18.246
Se1 15.108 10.828 17.287
O5 13.437 10.813 17.047
O6 15.731 11.216 15.826
O7 15.473 9.398 17.981
S1 12.861 6.479 11.385
C13 12.766 7.867 12.534
C14 13.899 8.231 13.227
C15 13.948 9.416 13.941
N4 12.806 10.204 13.952
C16 11.714 9.811 13.260
C17 11.660 8.662 12.526
C18 11.284 5.731 11.804
C19 10.515 5.105 10.846
C20 9.342 4.499 11.210
N5 8.859 4.655 12.432
C21 9.627 5.224 13.366
C22 10.938 5.629 13.129
H13 14.803 7.574 13.232
H14 14.866 9.686 14.453
H15 10.849 10.452 13.280
H16 10.714 8.412 11.997
H17 10.865 5.148 9.819
H18 8.748 3.908 10.426
H19 9.142 5.284 14.353
H20 11.526 5.999 13.917
C23 13.332 6.826 17.924
C24 12.606 7.141 16.689
C25 11.517 8.168 16.868
O8 12.966 6.762 15.584
H21 14.087 7.612 17.819
H22 13.781 5.858 18.076
H23 12.754 7.033 18.848
H24 10.835 7.954 17.690
H25 10.951 8.519 15.912
H26 12.070 9.023 17.250
O9 9.646 12.409 19.532
S2 11.065 12.313 19.052
C26 11.799 11.333 20.400
C27 11.382 11.679 21.675
C28 12.016 11.015 22.759
C29 12.971 10.032 22.507
C30 13.338 9.686 21.252
C31 12.773 10.407 20.164
C32 11.967 13.861 19.628
C33 13.367 13.850 19.567
C34 14.098 15.001 19.912
C35 13.484 16.136 20.462
C36 12.102 16.046 20.602
C37 11.374 14.957 20.233
H27 10.716 12.486 21.829
H28 11.792 11.380 23.730
H29 13.497 9.533 23.323
H30 14.124 9.010 21.053
H31 13.097 10.240 19.163
H32 13.868 12.955 19.136
H33 15.138 15.026 19.691
H34 13.994 17.024 20.842
H35 11.607 16.985 20.978
H36 10.302 14.926 20.461

As for the energy above the lowest of the compared OMol25 structures with the same formula, charge and spin: 0.825 eV. The calculation puts the orbital gap at 0.2956 Eh. The calculation puts the electronic energy at -5747.890116 a.u. As for the LUMO energy: 0.084 Ha. The total charge is -1.

Atomic partial charges in e from the Löwdin method, atoms 1 to 8: number 1, Cd, carries 1.42; number 2, O, carries -0.18; number 3, C, carries -0.22; number 4, C, carries -0.24; number 5, C, carries -0.02; number 6, C, carries -0.06; number 7, C, carries -0.06; number 8, C, carries -0.14

***

Formula: C37H36Cl2N5O5V
Source: the OMol25 dataset
Level of theory: ωB97M-V/def2-TZVPD

Geometry (Å):
V1 0.403 0.482 0.270
C1 1.512 -2.199 1.802
N1 1.551 -1.994 0.348
C2 1.316 -3.222 -0.417
C3 -0.114 -3.658 -0.316
N2 -0.857 -3.519 0.741
C4 -2.085 -4.079 0.402
C5 -3.261 -4.166 1.143
C6 -4.356 -4.751 0.541
C7 -4.296 -5.242 -0.773
C8 -3.139 -5.159 -1.524
C9 -2.041 -4.567 -0.908
N3 -0.760 -4.279 -1.350
C10 0.319 -1.510 2.383
N4 -0.397 -0.604 1.733
C11 -1.518 -0.329 2.534
C12 -2.623 0.483 2.315
C13 -3.598 0.499 3.295
C14 -3.482 -0.270 4.461
C15 -2.391 -1.088 4.679
C16 -1.422 -1.100 3.686
N5 -0.235 -1.816 3.556
H1 2.437 -1.867 2.278
H2 1.388 -3.261 2.021
H3 2.452 -1.624 0.077
H4 1.963 -4.033 -0.058
H5 1.575 -3.040 -1.461
H6 -3.305 -3.782 2.154
H7 -5.285 -4.836 1.089
H8 -5.176 -5.696 -1.208
H9 -3.094 -5.536 -2.537
H10 -0.368 -4.507 -2.247
H11 -2.708 1.084 1.422
H12 -4.472 1.121 3.160
H13 -4.267 -0.225 5.204
H14 -2.301 -1.689 5.574
H15 0.098 -2.533 4.179
Cl1 2.940 3.958 0.164
C17 1.709 4.044 -1.089
Cl2 1.434 2.482 -1.907
H16 2.047 4.737 -1.849
H17 0.773 4.345 -0.641
C18 -0.546 -0.937 -3.187
C19 -1.422 -0.229 -2.166
C20 -1.950 1.096 -2.700
C21 -2.550 -1.114 -1.661
O1 -0.595 0.062 -1.023
H18 -1.115 -1.126 -4.097
H19 -0.200 -1.891 -2.784
H20 0.316 -0.317 -3.441
H21 -2.752 0.910 -3.415
H22 -1.165 1.665 -3.195
H23 -2.347 1.692 -1.877
H24 -3.141 -1.479 -2.501
H25 -3.203 -0.551 -0.992
H26 -2.154 -1.970 -1.113
O2 4.122 0.702 1.668
C22 3.450 0.579 0.684
O3 2.099 0.632 0.754
C23 4.040 0.368 -0.672
C24 3.305 -0.078 -1.764
C25 3.897 -0.281 -3.014
C26 5.236 0.000 -3.112
O4 6.030 -0.096 -4.203
C27 7.344 0.307 -3.787
O5 7.264 0.663 -2.405
C28 5.974 0.455 -2.026
C29 5.413 0.642 -0.795
H27 2.243 -0.261 -1.670
H28 3.332 -0.626 -3.868
H29 7.658 1.171 -4.371
H30 8.034 -0.527 -3.911
H31 5.981 0.986 0.057
C30 -0.341 2.181 0.864
C31 -0.735 3.281 1.196
C32 -1.166 4.598 1.566
C33 -2.312 5.155 0.993
C34 -2.704 6.437 1.339
C35 -1.959 7.172 2.252
C36 -0.817 6.623 2.820
C37 -0.418 5.341 2.483
H32 -2.886 4.575 0.283
H33 -3.594 6.864 0.896
H34 -2.268 8.174 2.519
H35 -0.236 7.196 3.531
H36 0.471 4.904 2.918

As for the energy above the lowest of the compared OMol25 structures with the same formula, charge and spin: 1.015 eV. The calculation puts the orbital gap (alpha / beta) at 0.2624 / 0.2799 Eh. The expectation value of S² is 0.763. The calculation puts the electronic energy at -3945.781146 a.u. As for the LUMO energy (alpha / beta): -0.128 / -0.111 Ha. Its spin multiplicity is 2. The total charge is +1.

Atomic partial charges in e from the Löwdin method, atoms 1 to 8: number 1, V, carries 0.96; number 2, C, carries -0.10; number 3, N, carries -0.05; number 4, C, carries -0.11; number 5, C, carries -0.32; number 6, N, carries 0.19; number 7, C, carries -0.23; number 8, C, carries -0.01